[1]
The following is a quantum chemistry calculation of a molecular structure, C26H23CrIN7O2S3, from the OMol25 dataset.

Calculated values
**Spin multiplicity**: 4
**Charge**: 0
**E_tot**: -110890.3240 eV
**Max |F|**: 1.12 eV/Å
**Frontier orbital gap (spin up / spin down)**: 6.096 / 5.897 eV

Each line ends with the Löwdin charge.
Cartesian coordinates (Å):
1 Cr -2.1526 1.4074 1.0290  0.14
2 C -3.0248 1.5454 -3.4711  0.00
3 C -1.5946 1.7316 -3.0655  -0.25
4 N -0.6908 1.9314 -3.9904  0.13
5 C 0.5845 2.1888 -3.6287  -0.10
6 C 0.9974 2.3079 -2.3312  -0.15
7 C 2.4481 2.6115 -2.0473  -0.21
8 O 2.6592 3.8070 -1.3023  -0.06
9 C 0.0529 2.0724 -1.2891  -0.06
10 C 0.4739 2.2309 0.0642  -0.03
11 N -0.1208 1.8464 1.1610  -0.01
12 C 0.5922 2.0334 2.3690  -0.28
13 C 1.9921 2.1727 2.4082  -0.01
14 C 2.6762 2.4193 3.5800  -0.07
15 C 2.0009 2.5056 4.7887  -0.08
16 C 0.6347 2.2960 4.8010  -0.15
17 C -0.0400 2.0509 3.6162  -0.52
18 I -2.1200 1.6547 3.7783  1.22
19 C -1.2669 1.7229 -1.6690  -0.29
20 O -2.1878 1.4319 -0.8211  -0.24
21 H -3.0789 1.4689 -4.5536  0.08
22 H -3.6090 2.4067 -3.1383  0.10
23 H -3.4715 0.6668 -3.0065  0.07
24 H 1.2852 2.3121 -4.4475  0.11
25 H 2.9906 2.6492 -2.9955  0.12
26 H 2.8869 1.8106 -1.4479  0.13
27 H 2.3243 4.5513 -1.8124  0.10
28 H 1.4137 2.7619 0.1611  0.11
29 H 2.5594 2.0638 1.4946  0.11
30 H 3.7513 2.5380 3.5513  0.11
31 H 2.5283 2.7099 5.7102  0.11
32 H 0.0819 2.3191 5.7301  0.09
33 S -5.6946 4.1596 1.3129  0.49
34 C -4.4019 3.1453 1.1936  -1.82
35 S -4.5273 1.4180 1.1520  0.48
36 S -2.7689 3.7031 1.0611  0.50
37 C -1.8315 -1.4328 -1.3923  0.03
38 C -1.7552 -1.6977 0.0673  -0.28
39 N -1.8992 -0.8268 1.0535  0.05
40 C -1.8145 -1.5435 2.2280  -0.14
41 C -1.6104 -2.8517 1.9518  -0.05
42 N -1.5602 -2.9436 0.5790  -0.01
43 C -1.3004 -4.1726 -0.1459  -0.06
44 N -0.0899 -4.1127 -0.9133  -0.06
45 N -0.1390 -4.1846 -2.2691  0.06
46 N 1.0333 -4.0609 -2.7412  0.08
47 C 1.9203 -3.8866 -1.7009  -0.22
48 C 3.3022 -3.6943 -1.6963  -0.01
49 C 3.9082 -3.5313 -0.4712  -0.08
50 C 3.1730 -3.5611 0.7272  -0.08
51 C 1.8081 -3.7519 0.7407  -0.01
52 C 1.1963 -3.9165 -0.5005  -0.16
53 H -2.6820 -0.7874 -1.5946  0.08
54 H -1.9402 -2.3535 -1.9582  0.07
55 H -0.9363 -0.9238 -1.7539  0.10
56 H -1.9217 -1.0923 3.1967  0.03
57 H -1.4922 -3.7059 2.5960  0.12
58 H -2.1065 -4.4044 -0.8396  0.14
59 H -1.2285 -4.9675 0.5943  0.14
60 H 3.8601 -3.6756 -2.6224  0.12
61 H 4.9774 -3.3739 -0.4170  0.10
62 H 3.6928 -3.4292 1.6670  0.11
63 H 1.2528 -3.7703 1.6696  0.10

---

[2]
The following is a quantum chemistry calculation of a molecular structure, C5H4N, from the OMol25 dataset.

Calculated values
**Spin multiplicity**: 3
**Charge**: +1
**E_tot**: -6720.2480 eV
**Max |F|**: 5.20 eV/Å
**Frontier orbital gap (spin up / spin down)**: 7.790 / 7.285 eV

Each line ends with the Löwdin charge.
Cartesian coordinates (Å):
1 C -2.5159 0.3839 -0.1572  0.01
2 C -1.1874 0.3579 -0.7018  -0.08
3 C -0.2742 -0.8341 -0.9810  0.22
4 C -2.2136 -0.2465 0.8800  0.28
5 C 1.2171 0.5234 0.5544  0.05
6 N 0.1800 0.1645 -0.3584  -0.06
7 H 0.2238 -1.7380 -1.2507  0.16
8 H 1.1269 -0.3221 1.3431  0.16
9 H 2.1088 0.1605 -0.1244  0.16
10 H 1.3344 1.5506 0.7959  0.10

---

[3]
The following is a quantum chemistry calculation of 6 unconnected molecules or ions with the total composition C17H32Br10N3O3S, from the OMol25 dataset.

Calculated values
**Charge**: -1
**E_tot**: -740021.9778 eV
**Max |F|**: 1.99 eV/Å
**Frontier orbital gap**: 7.414 eV

Each line ends with the Löwdin charge.
Cartesian coordinates (Å):
1 C 5.2460 -2.2153 2.3933  -0.15
2 C 4.1479 -1.1613 2.7120  -0.20
3 C 2.7814 -1.8801 2.8588  -0.22
4 O 2.1373 -1.8442 1.5895  -0.09
5 C 0.7746 -1.5450 1.5978  -0.42
6 C -0.1242 -2.7452 1.9391  -0.19
7 N 0.2568 -3.4723 3.1541  0.02
8 N 0.4541 -0.3190 2.3578  0.08
9 N -0.4298 -0.5604 3.4789  0.03
10 C -0.1198 -0.0462 4.5304  -0.76
11 S 0.4349 0.4081 5.9454  0.66
12 C 0.3938 -1.1535 0.1000  -0.64
13 O -0.7535 -1.4562 -0.2864  -0.06
14 O 1.2613 -0.5730 -0.5826  -0.04
15 H 5.7089 -2.5631 3.3250  0.06
16 H 4.8014 -3.0750 1.8866  0.05
17 H 6.0282 -1.8158 1.7435  0.04
18 H 4.4089 -0.5536 3.5788  0.10
19 H 4.0465 -0.5647 1.8009  0.07
20 H 3.0026 -2.9336 3.0783  0.10
21 H 2.1809 -1.5219 3.6973  0.09
22 H -0.0052 -3.4430 1.1053  0.12
23 H -1.1782 -2.4510 1.9094  0.11
24 H -0.2418 -4.3467 3.2074  0.06
25 H 0.1321 -2.9272 3.9942  0.05
26 H 0.0462 0.3751 1.7456  0.10
27 Br -3.1491 1.1823 1.2327  0.64
28 C -3.4629 0.3073 -0.4634  -0.73
29 C -4.8672 -0.2210 -0.5769  -0.70
30 Br -5.1138 -1.8525 0.4585  0.60
31 H -2.6995 -0.4669 -0.5484  0.01
32 H -3.2852 1.0721 -1.2146  0.02
33 H -5.0851 -0.5008 -1.6066  0.04
34 H -5.6146 0.4857 -0.2297  0.04
35 Br 6.3422 1.1337 -0.1196  0.60
36 C 5.9028 0.4094 -1.8749  -0.70
37 C 4.4986 -0.1316 -1.9200  -0.68
38 Br 4.3587 -1.8419 -1.0245  0.71
39 H 6.6513 -0.3445 -2.0969  0.04
40 H 6.0137 1.2447 -2.5641  0.05
41 H 4.1986 -0.3181 -2.9493  0.06
42 H 3.7693 0.5214 -1.4475  0.05
43 Br -2.9901 -3.0034 -5.2687  0.59
44 C -1.5734 -2.0248 -4.3531  -0.67
45 C -2.1194 -1.1269 -3.2800  -0.66
46 Br -2.9388 0.4860 -4.0349  0.64
47 H -1.0223 -1.4855 -5.1172  0.04
48 H -0.9335 -2.7859 -3.9135  0.07
49 H -1.3143 -0.7707 -2.6355  0.05
50 H -2.8783 -1.6059 -2.6700  0.05
51 Br 1.2292 4.3748 -5.1497  0.60
52 C -0.2177 3.2877 -5.8666  -0.70
53 C 0.0976 1.8192 -5.7939  -0.72
54 Br 1.3616 1.2880 -7.1792  0.59
55 H -0.3944 3.6301 -6.8811  0.05
56 H -1.0829 3.5182 -5.2484  0.05
57 H -0.7963 1.2301 -5.9807  0.01
58 H 0.5301 1.5243 -4.8426  0.06
59 Br -5.4472 3.7381 6.0868  0.60
60 C -5.2752 4.8588 4.5045  -0.71
61 C -4.6208 4.1215 3.3666  -0.71
62 Br -2.7016 3.9588 3.6224  0.59
63 H -4.7229 5.7432 4.8051  0.05
64 H -6.2931 5.1392 4.2410  0.05
65 H -4.7396 4.6752 2.4374  0.06
66 H -5.0056 3.1146 3.2360  0.04

---

[4]
The following is a quantum chemistry calculation of a single C3H9NO2 molecule, from the OMol25 dataset.

Calculated values
**Charge**: 0
**E_tot**: -8839.8051 eV
**Structure (SMILES)**: CO[C@@](C)(N)O
**Max |F|**: 7.00 eV/Å
**Frontier orbital gap**: 9.567 eV

Each line ends with the Löwdin charge.
Cartesian coordinates (Å):
1 C -0.6149 -0.0795 -0.2793  -0.60
2 C 1.9794 0.7977 0.2927  -0.19
3 C -0.6713 -1.4422 0.3675  0.00
4 N -1.7804 0.6791 -0.2034  0.13
5 O 0.0717 0.0474 -1.4454  0.00
6 O 0.5956 0.9661 0.4365  -0.24
7 H -0.8777 -0.1890 -1.8942  0.19
8 H -1.5425 1.6515 -0.3803  0.11
9 H -2.2313 0.5938 0.7002  0.11
10 H 2.4928 1.4707 0.9931  0.08
11 H 2.3091 -0.2336 0.4773  0.08
12 H 2.3136 1.1016 -0.7098  0.07
13 H -1.6091 -1.9584 0.1433  0.09
14 H -0.5894 -1.3237 1.4531  0.09
15 H 0.1544 -2.0814 0.0488  0.09